Below is a gas-phase ion, C4H7N2S (charge +1) in a non-equilibrium geometry, with properties calculated with the ωB97M-V functional and the def2-TZVPD basis.

Kohn-Sham gap ... 9.55 eV
SMILES string ... C1=N[C@@H]2SC[NH2+][C@H]12
Charge ... +1
Energy relative to the best compared isomer or geometry (same formula, charge and spin) ... 89.3 kcal per mole
Electronic energy ... -663.93232 Eh

```
14
Properties=species:S:1:pos:R:3:forces:R:3:mulliken_charge:R:1
C 1.79418 -0.27013 -0.52026 0.9 1.0 0.5 -0.368
C -1.68336 -0.04236 0.07820 0.5 0.1 3.7 -0.568
C 0.66215 0.69248 -0.12943 -0.5 -0.8 4.3 -0.239
C 0.65759 -0.50654 1.20167 -1.0 1.2 -2.8 -0.026
N 1.75912 -1.14173 0.40168 -0.1 -0.1 1.0 -0.334
N -0.63828 0.34013 -0.82501 2.9 1.1 -3.8 -0.279
S -0.94389 -1.37461 1.19791 -0.2 0.8 -1.3 -0.076
H 2.63507 -0.19435 -1.23161 -0.9 -0.1 -0.1 0.366
H -2.11039 0.76563 0.76327 0.9 -0.7 -1.4 0.318
H -2.40294 -0.44739 -0.51363 -2.5 -1.2 -1.3 0.467
H 0.73143 1.75966 0.34523 0.0 -1.9 -1.7 0.426
H 0.73448 -0.18479 2.23883 1.3 0.2 -0.3 0.403
H -0.27781 -0.50863 -1.45130 -1.6 1.7 1.5 0.492
H -0.91734 1.11263 -1.55554 0.4 -1.6 1.8 0.420
```
Positions in Å, forces in eV/Å.